Computed, not measured: BCsH4 as an isolated structure in a non-equilibrium geometry, with ωB97M-V/def2-TZVPD.

```
6
Properties=species:S:1:pos:R:3:mulliken_charge:R:1
Cs -1.046 -1.647 0.456 0.89
B 0.197 0.349 -0.089 -0.22
H -0.420 0.491 0.785 -0.14
H 0.543 -0.673 -0.083 -0.16
H -0.328 0.477 -1.023 -0.14
H 1.054 1.004 -0.046 -0.24
```

The value obtained for the molecular weight is 147.7 g/mol. The calculation puts the total energy at -47.22112 Ha. The spin multiplicity is 1. The calculation puts the gap between HOMO and LUMO at 8.6 eV. Its energy relative to the best compared isomer or geometry (same formula, charge and spin) is 2.757 eV.